C21H23N3O3 | ωB97M-V with the def2-TZVPD basis set

Computed properties:
* highest occupied orbital energy: -0.2758 Eh
* ΔE to the lowest compared entry with this formula, charge and spin: 304.3 kJ/mol
* orbital gap: 0.29845 Eh
* E: -1204.0069 Ha

```
! RIJCOSX wB97M-V def2-TZVPD def2/J DEFGRID3
* xyz 0 1
C 3.6567 -1.9308 5.7738
H 4.2558 -1.0240 5.6376
O 2.2870 -1.6351 5.8709
C 1.6778 -1.0193 4.8161
C 2.3098 -0.6745 3.6354
C 1.5385 -0.0492 2.6602
N 1.8898 0.3724 1.4127
C 0.7929 0.9595 0.8106
C -0.2759 0.8928 1.6631
C 0.1661 0.2399 2.8432
C -0.4462 -0.1265 4.0449
C 0.3077 -0.7455 5.0073
H -0.1243 -1.0424 5.9498
H -1.4926 0.0791 4.2092
H -1.2634 1.2498 1.4526
C 0.8299 1.5700 -0.5299
O 0.2950 2.6394 -0.7611
N 1.5608 0.9100 -1.4835
C 1.7525 -0.5237 -1.5038
H 2.8085 -0.7439 -1.7052
C 0.8598 -1.1273 -2.6261
N -0.2357 -0.2573 -2.9649
C -1.3967 -0.2665 -2.1917
C -1.4824 -0.9257 -0.9696
C -2.6556 -0.9508 -0.2339
C -3.7777 -0.3076 -0.7071
C -3.7329 0.3278 -1.9397
C -2.5732 0.3385 -2.6943
O -2.4932 0.8895 -3.9496
C -3.6440 1.4740 -4.5031
H -3.3473 1.8186 -5.4931
H -4.4588 0.7490 -4.6032
H -3.9886 2.3297 -3.9129
H -4.6267 0.8036 -2.3108
H -4.6941 -0.3019 -0.1371
H -2.6735 -1.4634 0.7161
H -0.6218 -1.4287 -0.5608
C 0.2374 0.9906 -3.5387
H -0.5304 1.7491 -3.4198
C 1.5257 1.4589 -2.8249
H 2.4227 1.1170 -3.3480
H 1.5422 2.5461 -2.7509
H 0.4298 0.8485 -4.6086
H 0.4778 -2.1051 -2.3316
H 1.4540 -1.2568 -3.5370
H 1.4885 -0.9436 -0.5345
H 2.8250 0.3943 1.0429
H 3.3554 -0.8709 3.4573
H 3.9265 -2.4004 6.7184
H 3.8616 -2.6273 4.9535
*
```

---

C21H23N3O3 | ωB97M-V with the def2-TZVPD basis set

Computed properties:
* highest occupied orbital energy: -0.2735 Eh
* ΔE to the lowest compared entry with this formula, charge and spin: 284.3 kJ/mol
* orbital gap: 0.29839 Eh
* E: -1204.0145 Ha

```
! RIJCOSX wB97M-V def2-TZVPD def2/J DEFGRID3
* xyz 0 1
C 4.3876 2.2047 -5.3313
C 3.1470 2.9858 -4.9223
H 3.3700 3.6198 -4.0580
H 2.7751 3.5975 -5.7471
O 2.0633 2.1191 -4.5913
C 2.0891 1.5966 -3.3381
O 2.9148 1.8430 -2.5037
N 1.0168 0.7660 -3.1968
N 0.7778 0.1155 -2.0429
C -0.2620 -0.6114 -1.9434
C -0.5716 -1.3062 -0.7340
C -1.7116 -2.0329 -0.4806
N -1.6921 -2.5337 0.7830
C -0.5303 -2.1244 1.3954
C -0.0485 -2.3629 2.6771
C 1.1609 -1.7975 3.0217
C 1.8849 -1.0179 2.1178
C 1.4253 -0.7905 0.8397
C 0.2058 -1.3497 0.4715
H 1.9729 -0.1911 0.1316
H 2.8235 -0.5885 2.4344
H 1.5556 -1.9599 4.0142
H -0.5928 -2.9680 3.3892
C -2.8050 -3.1769 1.4242
H -2.4328 -3.7034 2.3061
C -3.8947 -2.1743 1.8415
C -3.3198 -0.9810 2.6093
O -2.8446 -0.0497 1.6601
C -1.7859 0.7607 1.9583
C -1.2323 0.9268 3.2202
C -0.1288 1.7492 3.3819
C 0.4224 2.4152 2.3051
C -0.1492 2.2734 1.0503
C -1.2479 1.4603 0.8781
H -1.7011 1.3311 -0.0917
H 0.2735 2.7864 0.2003
H 1.2896 3.0429 2.4395
H 0.2995 1.8631 4.3671
H -1.6462 0.4287 4.0838
H -4.1034 -0.5118 3.2214
H -2.5135 -1.3165 3.2696
H -4.6305 -2.6917 2.4576
H -4.3954 -1.7836 0.9546
H -3.2370 -3.9155 0.7408
H -2.5460 -2.2264 -1.1290
H -0.9735 -0.7208 -2.7758
H 0.3789 0.6706 -3.9900
H 4.1593 1.5411 -6.1620
H 5.1703 2.8953 -5.6318
H 4.7419 1.6127 -4.4912
*
```

---

C21H23N3O4 | ωB97M-V with the def2-TZVPD basis set

Computed properties:
* highest occupied orbital energy: -0.2822 Eh
* ΔE to the lowest compared entry with this formula, charge and spin: 534.7 kJ/mol
* orbital gap: 0.25687 Eh
* E: -1279.1493 Ha

```
! RIJCOSX wB97M-V def2-TZVPD def2/J DEFGRID3
* xyz 0 1
C 6.3891 1.8765 0.6524
C 6.1142 0.4344 0.2541
O 4.7131 0.2566 0.2515
C 4.1957 -0.9908 0.0281
C 4.9670 -2.0883 -0.3150
C 4.3940 -3.3412 -0.4787
C 3.0376 -3.4985 -0.2954
C 2.2518 -2.4033 0.0246
C 2.7951 -1.1316 0.1825
N 2.0341 -0.0280 0.5709
C 2.0957 1.1963 -0.1994
C 1.0360 1.1913 -1.3087
N -0.2833 1.0081 -0.7354
C -1.1632 2.0336 -0.7496
O -0.9115 3.1117 -1.2617
C -2.5118 1.8065 -0.1589
C -3.3640 0.8770 -0.5916
C -4.7392 0.7065 -0.1407
C -5.3794 -0.5078 -0.3802
C -6.6805 -0.7044 0.0556
C -7.3803 0.2941 0.7221
C -6.7517 1.5054 0.9477
C -5.4505 1.7100 0.5240
H -4.9845 2.6679 0.6936
H -7.2816 2.2968 1.4549
H -8.3933 0.1093 1.0437
N -7.3199 -1.9744 -0.1908
O -8.4687 -2.1059 0.1728
O -6.6682 -2.8346 -0.7438
H -4.8739 -1.3097 -0.8978
H -3.0300 0.1531 -1.3246
H -2.8114 2.5643 0.5511
C -0.3953 -0.1963 0.0529
C 0.7159 -0.2103 1.1238
H 0.6770 -1.1349 1.7000
H 0.5343 0.6275 1.8088
H -1.3702 -0.2404 0.5380
H -0.2852 -1.0590 -0.6139
H 1.2330 0.3682 -2.0051
H 1.0361 2.1389 -1.8487
H 1.9035 2.0369 0.4760
H 3.0855 1.3148 -0.6305
H 1.1920 -2.5569 0.1530
H 2.5779 -4.4686 -0.4089
H 5.0173 -4.1826 -0.7392
H 6.0328 -1.9835 -0.4420
H 6.5270 0.2332 -0.7450
H 6.5815 -0.2529 0.9727
H 5.9345 2.5551 -0.0642
H 5.9658 2.0752 1.6331
H 7.4602 2.0542 0.6818
*
```

---

C21H23N3O4S2 | ωB97M-V with the def2-TZVPD basis set

Computed properties:
* highest occupied orbital energy: -0.3143 Eh
* ΔE to the lowest compared entry with this formula, charge and spin: 140.4 kJ/mol
* orbital gap: 0.32431 Eh
* E: -2075.6749 Ha

```
! RIJCOSX wB97M-V def2-TZVPD def2/J DEFGRID3
* xyz 0 1
C -0.0166 -4.9821 -1.2462
C 0.5585 -3.9055 -0.4146
N 0.0052 -3.4094 0.6242
C 0.7298 -2.3865 1.1591
C 0.3892 -1.6337 2.2783
C 1.1751 -0.5572 2.6268
C 2.3089 -0.2220 1.8772
C 2.7270 -1.0283 0.8268
C 1.9265 -2.0944 0.4634
S 2.1117 -3.1897 -0.8605
H 3.6292 -0.8003 0.2820
N 2.9852 0.9822 2.1482
C 3.3019 1.9608 1.2547
O 3.9087 2.9530 1.5996
C 2.8570 1.7375 -0.1583
C 1.5941 1.2345 -0.4603
C 1.2654 0.9696 -1.7723
C 2.1427 1.2428 -2.8055
C 3.3723 1.8120 -2.5131
C 3.7319 2.0454 -1.1955
H 4.6985 2.4605 -0.9523
H 4.0588 2.0538 -3.3098
H 1.8456 1.0131 -3.8164
S -0.2437 0.0638 -2.1083
O -0.8008 0.5016 -3.3567
O 0.0624 -1.3321 -1.9670
N -1.2014 0.5011 -0.8056
C -2.1167 -0.5126 -0.3211
H -1.5593 -1.4422 -0.2157
C -2.6732 -0.0411 1.0259
C -3.6829 -1.0282 1.5897
H -4.0523 -0.6705 2.5464
H -4.5236 -1.1214 0.9083
H -3.2150 -1.9996 1.7187
O -3.3140 1.2107 0.8706
C -2.4437 2.2080 0.3805
C -3.2327 3.5036 0.2641
H -4.0487 3.3734 -0.4408
H -2.5864 4.3068 -0.0770
H -3.6512 3.7631 1.2320
C -1.8500 1.7837 -0.9710
H -1.0992 2.5004 -1.3073
H -2.6459 1.7232 -1.7261
H -1.6081 2.3332 1.0932
H -1.8238 0.0782 1.7211
H -2.9462 -0.6628 -1.0267
H 0.8596 1.0371 0.3031
H 3.1699 1.2135 3.1165
H 0.9020 0.0632 3.4679
H -0.4969 -1.8861 2.8382
H 0.7296 -5.7455 -1.4577
H -0.8690 -5.4240 -0.7372
H -0.3459 -4.5549 -2.1935
*
```

---

C21H23N3O5S | ωB97M-V with the def2-TZVPD basis set

Computed properties:
* highest occupied orbital energy: -0.3108 Eh
* ΔE to the lowest compared entry with this formula, charge and spin: 88.7 kJ/mol
* orbital gap: 0.31927 Eh
* E: -1752.7661 Ha

```
! RIJCOSX wB97M-V def2-TZVPD def2/J DEFGRID3
* xyz 0 1
C -1.3637 -2.3422 2.2378
H -1.2148 -3.0094 1.3834
O -0.7900 -1.0747 2.0076
C 0.5582 -0.9955 1.8324
C 1.0618 0.2912 1.6468
C 2.4150 0.4927 1.4248
C 3.2861 -0.5945 1.4503
C 2.7832 -1.8660 1.6399
C 1.4266 -2.0807 1.8197
H 1.0651 -3.0876 1.9449
H 3.4527 -2.7122 1.6385
H 4.3431 -0.4325 1.3047
N 2.9225 1.7854 1.2109
C 2.5808 2.7113 0.2743
O 3.1083 3.7967 0.2505
C 1.4442 2.3786 -0.7038
N 1.4361 1.0049 -1.1674
C 0.3167 0.2049 -1.1960
C 0.4880 -1.1475 -1.4349
C 1.7544 -1.7707 -1.6890
O 1.9473 -2.9593 -1.8361
N 2.7861 -0.8383 -1.7769
C 2.6846 0.5051 -1.4967
O 3.6558 1.2297 -1.5197
C 4.1183 -1.3175 -2.0973
H 4.0406 -2.3840 -2.2957
H 4.4973 -0.7888 -2.9711
H 4.7908 -1.1357 -1.2596
S -0.9959 -2.0285 -1.4037
C -1.8608 -0.5663 -1.0989
C -1.0582 0.5374 -1.0197
C -1.7028 1.8805 -0.7967
O -3.0903 1.8590 -1.0143
C -3.7984 0.7989 -0.3779
C -5.2711 1.0546 -0.6958
H -5.6038 1.9589 -0.1947
H -5.8800 0.2175 -0.3672
H -5.3950 1.1922 -1.7662
C -3.5781 0.7828 1.1387
H -4.3190 0.1383 1.6041
H -2.5886 0.4106 1.3931
H -3.6975 1.7875 1.5382
C -3.3433 -0.5406 -0.9932
H -3.7001 -1.3783 -0.3925
H -3.7725 -0.6406 -1.9949
H -1.3245 2.6179 -1.5112
H -1.4953 2.2357 0.2277
H 0.5036 2.6053 -0.2114
H 1.5804 3.0622 -1.5491
H 3.8041 1.9945 1.6637
H 0.3777 1.1235 1.6840
H -2.4285 -2.1609 2.3743
H -0.9573 -2.8052 3.1415
*
```

---

C21H23N3OS2 | ωB97M-V with the def2-TZVPD basis set

Computed properties:
* highest occupied orbital energy: -0.3040 Eh
* ΔE to the lowest compared entry with this formula, charge and spin: 0.0 kJ/mol
* orbital gap: 0.32573 Eh
* E: -1849.9256 Ha

```
! RIJCOSX wB97M-V def2-TZVPD def2/J DEFGRID3
* xyz 0 1
C -4.6638 -3.5759 -0.0268
C -4.5133 -2.0597 -0.0371
H -4.2014 -1.7277 -1.0291
H -5.4870 -1.6102 0.1726
C -3.4914 -1.5468 0.9947
C -3.6251 -0.0487 1.0896
N -2.7616 0.6488 0.4764
N -2.7989 1.9961 0.4748
C -1.8389 2.7707 -0.1138
O -1.8626 3.9767 0.0381
C -0.8041 2.0638 -0.9116
C -1.1106 1.0071 -1.7630
C -0.1094 0.3979 -2.4929
C 1.2087 0.8315 -2.3915
C 1.5094 1.8987 -1.5538
C 0.5091 2.5156 -0.8279
H 0.7335 3.3504 -0.1812
H 2.5306 2.2370 -1.4702
C 2.2863 0.1327 -3.1510
H 3.2048 0.7135 -3.1959
H 1.9611 -0.1564 -4.1498
S 2.7171 -1.4604 -2.3362
C 3.7192 -0.8809 -1.0569
N 4.1208 0.3276 -0.9273
C 4.9152 0.4829 0.1718
C 5.5046 1.6729 0.5857
C 6.2909 1.6658 1.7188
C 6.4983 0.4954 2.4438
C 5.9209 -0.6978 2.0513
C 5.1305 -0.6975 0.9167
S 4.2760 -2.0251 0.1762
H 6.0788 -1.6068 2.6101
H 7.1193 0.5180 3.3264
H 6.7548 2.5826 2.0501
H 5.3391 2.5737 0.0165
H -0.3462 -0.4282 -3.1485
H -2.1300 0.6704 -1.8603
H -3.4959 2.5044 1.0203
C -4.7853 0.5047 1.8766
H -5.4129 1.1372 1.2470
H -4.4211 1.1100 2.7084
H -5.3952 -0.2980 2.2793
C -2.0670 -1.9596 0.6356
H -1.9626 -3.0402 0.6686
H -1.3641 -1.5229 1.3396
H -1.8090 -1.6049 -0.3572
H -3.7508 -1.9701 1.9724
H -5.4460 -3.8772 -0.7199
H -3.7407 -4.0635 -0.3265
H -4.9339 -3.9274 0.9669
*
```

---

C21H23N5O6 | ωB97M-V with the def2-TZVPD basis set

Computed properties:
* highest occupied orbital energy: -0.3053 Eh
* orbital gap: 0.29410 Eh
* E: -1539.2530 Ha

```
! RIJCOSX wB97M-V def2-TZVPD def2/J DEFGRID3
* xyz 0 1
O 6.4732 -2.7478 0.3867
O -2.4965 -1.1214 -3.5423
O 1.0012 0.4019 -0.3655
O 3.1725 -5.6496 4.7920
O 4.8145 -6.1171 3.4396
O 5.5528 -0.7133 0.1314
C 5.5912 -1.9554 0.6708
C -1.5398 -1.6587 -3.0006
C 0.1881 0.9843 -1.0837
C -1.7719 2.1379 1.2341
C -2.4452 1.4949 0.2533
C -5.4767 3.3872 -1.2497
C -5.3745 4.5370 -0.4457
C -4.5589 2.3288 -1.1054
C 2.4378 -2.1003 2.7988
C -4.3486 4.6372 0.5094
C 2.6034 -3.3256 3.4464
C 4.6880 -3.6316 2.2785
C 4.5428 -2.3883 1.6242
C -3.5237 2.3934 -0.1480
C 3.3914 -1.6306 1.9045
C -3.4435 3.5756 0.6475
C 3.7365 -4.1212 3.1975
N 3.1500 -0.4080 1.3133
N -2.3555 3.3673 1.4680
N 0.4199 2.2517 -1.4447
N -0.8252 -1.0750 -2.0394
N 3.9198 -5.3670 3.8484
C -1.1138 -3.0459 -3.4205
C -0.4446 3.1175 -2.2490
C -2.0740 0.1691 -0.3324
C -1.1037 0.2669 -1.5160
H 6.3460 -0.6833 -0.4279
H -0.8942 1.7487 1.7375
H -6.2679 3.3156 -1.9838
H -6.0880 5.3412 -0.5625
H -4.6484 1.4491 -1.7275
H 1.5605 -1.4980 3.0068
H -4.2644 5.5139 1.1332
H 1.8369 -3.6558 4.1438
H 5.5731 -4.2316 2.0721
H 2.1976 -0.2412 0.9692
H 3.8941 -0.1152 0.6752
H -2.0238 4.0183 2.1650
H 1.2869 2.6422 -1.1098
H -0.0468 -1.5775 -1.6433
H -1.8067 -3.4137 -4.1763
H -0.1104 -3.0048 -3.8378
H -1.1311 -3.7092 -2.5585
H 0.0053 4.1069 -2.3444
H -0.5783 2.6960 -3.2472
H -1.4212 3.2275 -1.7732
H -2.9880 -0.3252 -0.6656
H -1.6279 -0.4479 0.4496
H -1.5905 0.8502 -2.2963
*
```

---

C21H23NO4 | ωB97M-V with the def2-TZVPD basis set

Computed properties:
* highest occupied orbital energy: -0.3070 Eh
* ΔE to the lowest compared entry with this formula, charge and spin: 4.1 kJ/mol
* orbital gap: 0.33167 Eh
* E: -1169.8293 Ha

```
! RIJCOSX wB97M-V def2-TZVPD def2/J DEFGRID3
* xyz 0 1
O -1.6780 -0.6594 1.7011
C -2.0368 -1.2770 0.7297
O -1.3089 -1.3709 -0.3765
H -0.4887 -0.8380 -0.3264
C -3.3552 -1.9992 0.5825
H -3.3811 -2.4380 -0.4150
H -3.4022 -2.7985 1.3242
C -4.5424 -1.0437 0.7782
H -4.6639 -0.8357 1.8418
H -5.4421 -1.5595 0.4401
C -4.3683 0.2823 0.0173
C -3.9899 1.4461 0.9448
H -4.8910 1.9610 1.2806
C -3.0532 2.4575 0.2841
N -1.7275 1.8992 0.1449
C -1.0813 1.8011 -1.0275
O -1.4123 2.2908 -2.0774
O 0.0542 1.0566 -0.8641
C 0.9210 0.9925 -1.9917
H 0.4136 0.4762 -2.8146
H 1.1617 2.0094 -2.3186
C 2.1820 0.2385 -1.5564
C 1.8506 -1.1603 -1.1007
C 1.3338 -2.2097 -1.8308
C 1.0668 -3.4063 -1.1780
C 1.3092 -3.5430 0.1801
C 1.8367 -2.4953 0.9183
C 2.1120 -1.3016 0.2712
C 2.6783 -0.0553 0.7638
C 3.1137 0.3070 2.0274
C 3.6311 1.5794 2.2098
C 3.7134 2.4716 1.1519
C 3.2745 2.1138 -0.1164
C 2.7600 0.8498 -0.3042
H 3.3391 2.8155 -0.9355
H 4.1217 3.4580 1.3160
H 3.9752 1.8813 3.1883
H 3.0497 -0.3851 2.8535
H 2.0289 -2.6079 1.9744
H 1.0881 -4.4811 0.6680
H 0.6636 -4.2387 -1.7349
H 1.1398 -2.1087 -2.8886
H 2.8900 0.2452 -2.3901
H -1.3571 1.3869 0.9347
H -2.9967 3.3633 0.8990
H -3.3969 2.7339 -0.7151
H -3.4805 1.0585 1.8291
H -3.5951 0.1613 -0.7437
H -5.2907 0.5332 -0.5082
*
```

---

Look up the highest occupied orbital energy of the first one.
-0.2758 Eh

---

Number 2 is which compound?
C21H23N3O3